[1]
Here is C39H41NO2P2Re as an isolated structure in a non-equilibrium geometry from OMol25. Energies are from ωB97M-V with the def2-TZVPD basis set.

Geometry (Å):
Re -1.79 0.93 -4.39
C -2.88 1.24 -5.92
C -2.32 -0.20 -5.83
C -1.23 -0.63 -6.79
C 0.11 0.04 -6.46
C 0.01 0.71 -5.09
C -0.49 2.16 -5.05
C -0.91 2.81 -6.36
C -2.26 2.19 -6.91
C 1.54 -0.25 -0.40
H -4.00 1.32 -5.89
H -3.07 -0.98 -5.65
H -1.54 -0.43 -7.80
H -1.16 -1.71 -6.74
H 0.82 -0.77 -6.33
H 0.41 0.74 -7.24
H 0.85 0.46 -4.40
H 0.14 2.79 -4.40
H -0.12 2.70 -7.10
H -1.05 3.86 -6.15
H -2.95 3.02 -6.94
H -2.15 1.76 -7.89
H 0.66 0.37 -0.64
H 2.12 0.30 0.36
H 1.16 -1.15 0.13
P -0.08 -2.52 -1.31
P 2.52 -0.68 -1.87
C 0.68 -2.49 -3.01
C 1.90 -1.83 -3.11
C -1.73 -3.00 -1.87
C -2.34 -3.18 -3.16
C -3.47 -4.03 -3.30
C -4.09 -4.58 -2.16
C -3.64 -4.22 -0.86
C -2.55 -3.36 -0.74
C -3.23 1.31 -2.77
C -3.26 2.66 -2.48
C -4.51 3.17 -2.12
C -5.57 2.28 -1.92
C -5.45 0.89 -2.13
C -4.23 0.36 -2.58
C 4.02 -1.43 -1.16
C 3.86 -2.62 -0.42
C 4.98 -3.30 0.06
C 6.27 -2.83 -0.20
C 6.43 -1.66 -0.95
C 5.31 -0.94 -1.40
C 2.91 0.94 -2.61
C 2.44 2.14 -2.05
C 2.81 3.36 -2.62
C 3.63 3.40 -3.74
C 4.05 2.20 -4.33
C 3.68 0.97 -3.78
H 0.35 -3.00 -3.96
H 2.66 -2.06 -3.90
H -1.93 -2.68 -4.06
H -3.89 -4.29 -4.30
H -4.94 -5.27 -2.24
H -4.13 -4.62 0.05
H -2.28 -2.97 0.25
H -2.37 3.28 -2.65
H -4.59 4.24 -1.95
H -6.50 2.68 -1.50
H -6.28 0.22 -1.95
H -4.00 -0.71 -2.75
H 2.86 -3.05 -0.28
H 4.84 -4.22 0.62
H 7.14 -3.37 0.18
H 7.42 -1.30 -1.19
H 5.44 -0.04 -2.00
H 1.78 2.12 -1.19
H 2.44 4.28 -2.17
H 3.94 4.36 -4.17
H 4.65 2.22 -5.23
H 4.01 0.04 -4.24
O -1.43 3.00 -0.20
C -1.69 1.99 0.46
C -2.65 2.02 1.67
C -2.60 0.60 2.19
C -1.60 -0.09 1.26
O -1.24 -1.27 1.47
N -1.20 0.73 0.26
H -2.28 2.74 2.41
H -3.68 2.28 1.37
H -2.26 0.54 3.23
H -3.58 0.11 2.12

The calculation puts the max |F| at 9.812 eV/Å. The net charge is +2. As for the spin multiplicity: 4. The calculation puts the relative energy (zero: lowest compared OMol25 entry of this formula, charge and spin) at 137.3 kJ/mol. As for the expectation value of S²: 3.81. As for the total energy: -67377.4912 eV. Its HOMO energy (spin up / spin down) is -12.5836 / -14.0778 eV. The calculation puts the LUMO energy (spin up / spin down) at -6.43 / -8.95 eV.

Atom charges from the Löwdin analysis, given in e for atoms 1 to 8:
1 Re 1.5611
2 C -0.3142
3 C -0.3303
4 C -0.1725
5 C -0.1525
6 C -0.3211
7 C -0.3297
8 C -0.1515

[2]
Here is a 4-piece molecular cluster, C39H42BClN5O13S overall in a non-equilibrium geometry from OMol25. Energies are from ωB97M-V with the def2-TZVPD basis set.

Geometry (Å):
C -1.68 4.03 -6.58
N -2.23 2.93 -5.76
C -1.57 2.50 -4.65
C -0.27 3.17 -4.29
C 0.85 3.13 -5.36
O 1.55 4.11 -5.45
C 1.10 1.98 -6.28
C 0.86 2.21 -7.63
C 1.09 1.24 -8.59
C 1.57 0.00 -8.18
C 1.81 -0.23 -6.83
C 1.58 0.74 -5.86
C -2.11 1.48 -3.85
C -1.48 0.94 -2.59
C -0.70 -0.36 -2.82
C -0.01 -0.80 -1.52
C 0.59 -2.19 -1.56
S 2.02 -2.24 -2.62
O 2.77 -1.04 -2.42
O 1.57 -2.51 -3.95
Cl 3.17 -3.79 -1.99
C -3.34 0.94 -4.24
C -4.02 -0.13 -3.43
O -4.62 0.18 -2.45
O -3.96 -1.40 -3.81
C -3.97 1.38 -5.40
B -5.37 0.71 -5.76
O -5.46 -0.32 -6.65
O -6.48 1.21 -5.13
C -3.40 2.38 -6.16
C -4.09 2.81 -7.41
C -3.84 1.77 -8.54
N -2.75 2.23 -9.40
H -1.39 3.66 -7.55
H -2.48 4.74 -6.75
H -0.89 4.58 -6.08
H -0.47 4.23 -4.15
H 0.14 2.81 -3.35
H 0.52 3.19 -7.95
H 0.91 1.47 -9.63
H 1.77 -0.78 -8.89
H 2.21 -1.18 -6.54
H 1.77 0.57 -4.82
H -2.30 0.67 -1.94
H -0.91 1.69 -2.04
H -0.04 -0.33 -3.68
H -1.44 -1.12 -3.05
H 0.77 -0.07 -1.29
H -0.74 -0.80 -0.72
H 0.95 -2.45 -0.56
H -0.10 -2.97 -1.85
H -3.41 -1.52 -4.60
H -6.33 -0.27 -7.08
H -6.92 0.56 -4.56
H -5.16 2.92 -7.26
H -3.75 3.75 -7.82
H -3.59 0.82 -8.09
H -4.78 1.60 -9.08
H -3.14 2.78 -10.15
H -2.27 1.44 -9.82
C 3.84 -4.20 4.54
C 3.15 -4.55 3.38
C 2.66 -3.56 2.55
C 2.87 -2.23 2.88
C 3.54 -1.87 4.03
C 4.03 -2.86 4.87
N 2.37 -1.18 1.99
O 1.75 -1.52 0.99
O 2.58 -0.03 2.29
H 4.22 -4.98 5.19
H 3.00 -5.59 3.13
H 2.12 -3.83 1.65
H 3.70 -0.83 4.29
H 4.56 -2.60 5.77
C 0.22 0.28 7.75
C -0.65 -0.60 8.39
C -0.93 -1.83 7.83
C -0.33 -2.17 6.62
C 0.52 -1.30 5.97
C 0.80 -0.07 6.54
N -0.60 -3.48 6.02
O -1.36 -4.22 6.60
O -0.03 -3.75 4.98
H 0.43 1.24 8.19
H -1.10 -0.33 9.33
H -1.59 -2.52 8.32
H 0.98 -1.57 5.03
H 1.47 0.62 6.04
C 3.05 -0.13 14.09
C 3.62 -1.00 13.18
C 3.45 -0.79 11.82
C 2.73 0.31 11.40
C 2.15 1.19 12.29
C 2.32 0.97 13.65
N 2.57 0.55 9.96
O 3.07 -0.24 9.19
O 1.95 1.54 9.61
H 3.19 -0.29 15.15
H 4.19 -1.86 13.52
H 3.89 -1.47 11.10
H 1.59 2.04 11.95
H 1.88 1.65 14.37

The calculation puts the max |F| at 1.400 eV/Å. The net charge is +1. As for the spin multiplicity: 1. The calculation puts the relative energy (zero: lowest compared OMol25 entry of this formula, charge and spin) at 0.0 kJ/mol. As for the total energy: -99215.1839 eV. Its HOMO energy is -11.0665 eV. The calculation puts the LUMO energy at -3.57 eV.

Atom charges from the Löwdin analysis, given in e for atoms 1 to 8:
1 C 0.0406
2 N 0.0626
3 C -0.0708
4 C -0.0044
5 C -0.3527
6 O 0.1447
7 C -0.1558
8 C -0.0415

[3]
Here is C39H42Br4IrO3P2Si as an isolated structure in a non-equilibrium geometry from OMol25. Energies are from ωB97M-V with the def2-TZVPD basis set.

Geometry (Å):
Ir 0.86 -0.72 -0.36
C -1.47 -1.62 1.89
P -0.74 -2.08 0.30
C -0.41 -3.86 0.43
C -2.10 -1.95 -0.91
C -3.40 -2.39 -0.66
C -4.39 -2.19 -1.61
C -4.09 -1.56 -2.81
C -2.79 -1.14 -3.07
C -1.79 -1.33 -2.12
P -0.03 -0.90 -2.35
C 0.06 0.59 -3.37
C 0.49 -2.23 -3.47
H -2.31 -2.27 2.15
H -1.78 -0.58 1.83
H -0.70 -1.70 2.66
H -1.34 -4.39 0.62
H 0.29 -4.05 1.25
H 0.04 -4.23 -0.49
H -3.65 -2.88 0.27
H -5.40 -2.52 -1.42
H -4.87 -1.39 -3.54
H -2.57 -0.65 -4.01
H -0.65 0.57 -4.19
H 1.07 0.67 -3.77
H -0.13 1.46 -2.74
H -0.16 -2.23 -4.35
H 0.42 -3.19 -2.97
H 1.52 -2.08 -3.79
Br 5.94 1.58 3.84
C 4.85 1.23 2.35
C 5.21 1.74 1.08
Br 6.79 2.74 0.88
C 4.41 1.48 -0.02
Br 4.82 2.08 -1.76
C 3.24 0.72 0.11
O 2.44 0.45 -0.89
C 2.90 0.19 1.38
O 1.82 -0.57 1.44
C 3.71 0.46 2.49
Br 3.16 -0.29 4.12
C 2.82 -2.61 -0.70
C 2.76 -4.02 -0.88
C 2.86 -4.88 0.23
C 2.86 -6.25 0.08
C 2.75 -6.81 -1.19
C 2.64 -5.98 -2.30
C 2.64 -4.61 -2.15
H 2.86 -1.95 -1.55
H 2.99 -2.19 0.29
H 2.95 -4.44 1.22
H 2.95 -6.89 0.94
H 2.77 -7.88 -1.32
H 2.55 -6.41 -3.29
H 2.56 -3.97 -3.02
C -3.37 3.76 0.08
C -2.77 2.39 -0.26
C -3.76 1.27 0.08
C -2.51 2.34 -1.77
Si -1.11 2.08 0.62
O -0.48 0.68 0.13
C 0.01 3.55 0.29
C 1.06 3.50 -0.63
C 1.89 4.59 -0.84
C 1.69 5.77 -0.13
C 0.66 5.84 0.79
C -0.17 4.75 1.00
C -1.32 1.98 2.49
C -0.20 1.57 3.22
C -0.25 1.41 4.60
C -1.43 1.67 5.29
C -2.55 2.08 4.59
C -2.49 2.24 3.21
H -4.30 3.90 -0.47
H -2.69 4.57 -0.21
H -3.59 3.88 1.14
H -4.66 1.37 -0.54
H -4.07 1.29 1.12
H -3.33 0.29 -0.13
H -3.44 2.47 -2.32
H -2.09 1.38 -2.05
H -1.82 3.13 -2.09
H 1.25 2.58 -1.17
H 2.70 4.53 -1.55
H 2.33 6.62 -0.30
H 0.50 6.75 1.36
H -0.96 4.82 1.74
H 0.72 1.35 2.71
H 0.63 1.09 5.14
H -1.48 1.54 6.36
H -3.48 2.29 5.11
H -3.39 2.57 2.69

The calculation puts the max |F| at 1.537 eV/Å. As for the spin multiplicity: 2. The calculation puts the relative energy (zero: lowest compared OMol25 entry of this formula, charge and spin) at 89.6 kJ/mol. As for the expectation value of S²: 0.82. As for the total energy: -356734.6548 eV. Its HOMO energy (spin up / spin down) is -7.1927 / -7.1365 eV. The calculation puts the LUMO energy (spin up / spin down) at -0.25 / -2.05 eV.

Atom charges from the Löwdin analysis, given in e for atoms 1 to 8:
1 Ir 1.0958
2 C -0.1936
3 P 0.7518
4 C -0.2075
5 C -0.3475
6 C -0.0809
7 C -0.0655
8 C -0.0621

[4]
Here is C39H42F8O4Zn as an isolated structure in a non-equilibrium geometry from OMol25. Energies are from ωB97M-V with the def2-TZVPD basis set.

Geometry (Å):
Zn -19.21 31.11 13.86
C -17.26 32.90 14.08
O -17.19 31.59 13.47
O -18.52 32.87 14.56
C -16.14 33.10 15.12
F -15.01 33.61 14.57
F -16.52 34.02 16.01
F -15.78 31.96 15.73
C -15.96 31.14 12.89
C -16.12 29.73 12.35
H -16.57 29.15 13.17
H -16.69 29.69 11.43
H -15.16 29.29 12.09
H -15.11 31.25 13.55
H -15.77 31.80 12.03
H -17.08 33.65 13.29
C -19.27 27.06 13.90
C -20.06 28.16 13.20
O -19.38 29.37 13.19
H -19.76 26.09 13.81
H -18.89 27.30 14.88
H -18.38 26.97 13.26
H -21.00 28.37 13.74
H -20.37 27.83 12.20
F -17.96 29.04 9.24
C -19.02 28.28 8.92
C -19.82 28.64 7.87
C -20.94 27.87 7.53
C -21.19 26.69 8.20
C -20.32 26.29 9.22
C -19.29 27.12 9.63
H -19.59 29.51 7.27
H -21.51 28.20 6.67
H -22.08 26.16 7.87
H -20.44 25.33 9.71
H -18.84 26.79 10.56
F -23.93 25.85 13.46
C -23.13 24.77 13.36
C -23.50 23.64 14.08
C -22.63 22.57 14.21
C -21.42 22.63 13.49
C -21.14 23.69 12.65
C -21.93 24.83 12.70
H -24.48 23.66 14.53
H -22.80 21.67 14.78
H -20.76 21.77 13.56
H -20.19 23.65 12.13
H -21.62 25.75 12.21
F -16.88 26.83 18.54
C -17.57 25.97 17.76
C -18.88 26.29 17.44
C -19.64 25.36 16.74
C -19.09 24.15 16.35
C -17.73 23.90 16.55
C -17.00 24.80 17.31
H -19.30 27.18 17.88
H -20.63 25.68 16.46
H -19.65 23.37 15.86
H -17.20 23.09 16.07
H -15.97 24.53 17.47
F -17.43 21.97 13.05
C -17.12 22.88 12.11
C -16.72 22.48 10.85
C -16.39 23.42 9.88
C -16.44 24.79 10.18
C -16.82 25.17 11.46
C -17.18 24.22 12.38
H -16.62 21.43 10.60
H -16.18 23.10 8.87
H -16.00 25.49 9.48
H -16.81 26.23 11.71
H -17.28 24.54 13.42
F -24.91 31.89 12.65
C -24.45 30.94 11.81
C -24.92 30.95 10.51
C -24.60 29.93 9.64
C -23.87 28.86 10.14
C -23.30 28.90 11.40
C -23.61 29.95 12.27
H -25.54 31.82 10.28
H -24.97 29.94 8.63
H -23.60 28.00 9.53
H -22.64 28.13 11.76
H -23.26 30.02 13.29
C -19.85 30.04 18.05
C -18.72 30.09 17.06
O -18.91 30.22 15.87
C -17.32 29.91 17.58
H -20.80 30.22 17.55
H -19.70 30.96 18.62
H -19.86 29.18 18.72
H -17.27 29.54 18.61
H -16.75 30.83 17.47
H -16.87 29.16 16.93

The calculation puts the max |F| at 2.183 eV/Å. As for the spin multiplicity: 1. The calculation puts the relative energy (zero: lowest compared OMol25 entry of this formula, charge and spin) at 0.0 kJ/mol. As for the total energy: -119470.9888 eV. Its HOMO energy is -8.8472 eV. The calculation puts the LUMO energy at 0.23 eV.

Atom charges from the Löwdin analysis, given in e for atoms 1 to 8:
1 Zn 0.9208
2 C -0.4067
3 O -0.1747
4 O -0.1837
5 C -0.5558
6 F 0.1294
7 F 0.1554
8 F 0.1445

[5]
Here is C39H42NO20V as an isolated structure in a non-equilibrium geometry from OMol25. Energies are from ωB97M-V with the def2-TZVPD basis set.

Geometry (Å):
O -0.68 -0.09 0.57
V -1.18 -0.71 1.95
C 2.50 1.74 -6.74
C 1.02 1.35 -6.48
C 0.73 0.83 -5.07
C -0.49 -0.06 -5.03
N -0.65 -1.09 -3.97
C 0.32 -2.26 -4.07
C -0.33 -3.47 -3.39
C -1.79 -3.03 -3.05
C -2.02 -1.82 -3.94
C -0.37 -0.43 -2.62
H 2.54 2.43 -7.59
H 3.03 0.86 -7.11
H 2.90 2.29 -5.89
H 0.76 0.65 -7.28
H 0.50 2.31 -6.57
H 0.50 1.75 -4.52
H 1.63 0.42 -4.61
H -0.73 -0.55 -5.98
H -1.34 0.63 -4.98
H 1.28 -1.97 -3.64
H 0.52 -2.52 -5.11
H 0.30 -3.71 -2.52
H -0.52 -4.27 -4.10
H -1.80 -2.61 -2.04
H -2.58 -3.77 -3.12
H -2.65 -1.00 -3.60
H -2.23 -2.17 -4.95
H -0.63 -1.17 -1.87
H -1.13 0.34 -2.48
H 0.67 -0.19 -2.46
C 1.34 -4.42 1.20
C 2.15 -5.16 0.34
C 2.62 -4.62 -1.02
O 3.24 -5.35 -1.84
C 2.31 -3.32 -1.34
C 1.66 -2.47 -0.41
C 0.95 -3.05 0.88
O 0.00 -2.45 1.41
O 1.72 -1.23 -0.47
O 2.47 -6.33 0.77
H 0.96 -4.90 2.09
H 2.53 -2.88 -2.31
C -3.43 4.27 3.17
C -2.62 3.26 2.53
C -2.79 1.80 3.11
O -2.24 0.90 2.43
C -3.52 1.65 4.32
C -4.15 2.68 4.98
C -4.06 4.07 4.37
O -4.66 5.07 4.91
O -4.81 2.32 6.01
O -1.71 3.47 1.72
H -3.48 5.25 2.71
H -3.51 0.63 4.69
C 1.77 0.15 5.09
C 1.78 -0.35 6.38
C 0.59 -1.08 6.95
O 0.58 -1.43 8.17
C -0.49 -1.41 6.16
C -0.54 -1.03 4.77
C 0.67 -0.13 4.23
O 0.69 0.19 3.02
O -1.44 -1.42 3.99
O 2.80 0.01 7.07
H 2.57 0.77 4.70
H -1.38 -1.91 6.50
C -5.59 -0.56 -1.07
C -4.20 -0.69 -0.61
C -3.95 -1.61 0.60
O -2.82 -1.67 1.16
C -5.02 -2.39 1.10
C -6.27 -2.46 0.45
C -6.50 -1.52 -0.69
O -7.70 -1.33 -1.12
O -7.08 -3.36 0.84
O -3.21 -0.34 -1.25
H -5.82 0.22 -1.79
H -4.83 -3.06 1.93
C 1.24 3.34 -2.21
O 1.65 3.65 -0.89
C 1.17 2.69 0.05
C 1.52 3.26 1.43
O 2.88 3.22 1.91
C 3.53 1.95 1.90
C 4.83 2.10 2.71
O 5.86 2.11 1.71
C 7.16 1.99 2.22
H 1.81 2.43 -2.42
H 1.55 4.00 -3.04
H 0.15 3.30 -2.27
H 1.70 1.74 -0.10
H 0.09 2.54 0.04
H 0.97 2.76 2.22
H 1.31 4.32 1.36
H 3.65 1.72 0.84
H 2.83 1.23 2.35
H 4.95 1.19 3.30
H 4.82 3.03 3.29
H 7.87 1.64 1.46
H 7.20 1.34 3.10
H 7.62 2.96 2.46

The calculation puts the max |F| at 4.760 eV/Å. The net charge is -5. As for the spin multiplicity: 2. As for the expectation value of S²: 0.79. As for the total energy: -109237.1199 eV. Its HOMO energy (spin up / spin down) is 4.0771 / 4.0661 eV. The calculation puts the LUMO energy (spin up / spin down) at 6.78 / 6.78 eV.

Atom charges from the Löwdin analysis, given in e for atoms 1 to 8:
1 O -0.2967
2 V 1.0437
3 C -0.1130
4 C -0.2592
5 C -0.1850
6 C -0.1494
7 N -0.2391
8 C -0.1073